Record 1
{"formula": "C4H5NO2", "method": "ωB97M-V/def2-TZVPD", "gap_ev": 10.1, "e_homo_ev": -9.2, "total_energy_ha": -360.5908, "relative_energy_kj_mol": 206.4, "symbols": ["C", "O", "C", "N", "O", "C", "C", "H", "H", "H", "H", "H"], "xyz": [[-0.512, -1.750, 0.297], [0.302, -0.415, -1.973], [0.179, 0.228, -0.946], [-0.444, -0.308, 0.164], [-0.293, 0.580, 1.265], [0.286, 1.705, 0.733], [0.596, 1.581, -0.564], [0.447, -2.225, 0.560], [-1.295, -2.074, 0.983], [-0.768, -2.152, -0.712], [0.414, 2.546, 1.415], [1.088, 2.284, -1.225]], "forces_ev_per_a": [[-0.05, -0.61, -0.03], [0.17, 0.37, -0.17], [0.06, -0.16, -0.31], [0.09, 0.54, -0.20], [0.19, -0.27, -0.32], [-0.01, -0.36, -0.11], [-0.14, -0.20, 0.10], [-0.21, 0.38, 0.14], [0.11, 0.27, 0.06], [0.14, 0.66, 0.70], [-0.16, -0.50, -0.10], [-0.17, -0.12, 0.24]]}

---

Record 2
{"formula": "C3H6", "method": "ωB97M-V/def2-TZVPD", "gap_ev": 11.6, "e_homo_ev": -10.2, "total_energy_ha": -117.8453, "relative_energy_kj_mol": 69.9, "symbols": ["C", "C", "C", "H", "H", "H", "H", "H", "H"], "xyz": [[0.803, -0.408, -0.021], [-0.080, 0.854, 0.012], [-0.740, -0.449, -0.035], [1.034, -0.815, 1.000], [1.522, -0.604, -0.784], [0.138, 1.365, -0.913], [-0.005, 1.529, 0.864], [-1.292, -0.751, 0.814], [-1.380, -0.720, -0.938]], "forces_ev_per_a": [[-1.93, -0.45, 3.29], [2.23, 0.53, -0.21], [-0.98, -0.39, -3.06], [0.57, 0.63, -1.16], [-0.21, -0.20, -0.63], [-0.70, 0.29, -0.27], [-0.39, -0.42, 0.02], [0.12, -0.47, 1.10], [1.29, 0.48, 0.92]]}

---

Record 3
{"formula": "C39H49BiGeN6O3S2", "method": "ωB97M-V/def2-TZVPD", "gap_ev": [7.2, 5.8], "e_homo_ev": [-9.6, -9.6], "multiplicity": 2, "total_energy_ha": -5157.6276, "charge": 1, "relative_energy_kj_mol": 8.9, "symbols": ["Bi", "C", "C", "C", "C", "O", "Ge", "O", "C", "C", "C", "C", "O", "C", "C", "C", "C", "H", "H", "H", "H", "H", "H", "H", "H", "H", "H", "H", "H", "H", "H", "H", "H", "H", "H", "H", "H", "H", "H", "H", "H", "H", "H", "H", "C", "C", "N", "C", "C", "C", "C", "C", "C", "C", "N", "C", "C", "C", "C", "C", "C", "C", "C", "N", "C", "H", "H", "H", "H", "H", "H", "H", "H", "H", "H", "H", "H", "S", "C", "C", "C", "C", "C", "N", "H", "H", "H", "H", "C", "N", "C", "C", "N", "C", "S", "H", "H", "H", "H", "H", "H"], "xyz": [[0.332, 0.191, 0.607], [1.302, -2.494, -4.131], [1.399, -2.535, -2.603], [0.883, -3.888, -2.113], [2.857, -2.311, -2.197], [0.656, -1.469, -2.011], [-1.081, -1.133, -2.453], [-1.927, -1.717, -0.958], [-3.277, -2.183, -0.970], [-3.507, -3.147, -2.138], [-4.237, -0.999, -1.066], [-3.503, -2.942, 0.337], [-1.243, 0.670, -2.347], [-1.399, 1.495, -3.503], [-0.053, 1.664, -4.203], [-1.932, 2.848, -3.029], [-2.426, 0.893, -4.467], [1.874, -3.309, -4.571], [0.256, -2.598, -4.434], [1.680, -1.543, -4.509], [1.535, -4.697, -2.443], [0.814, -3.897, -1.029], [-0.120, -4.059, -2.513], [3.490, -3.097, -2.611], [3.193, -1.346, -2.578], [2.952, -2.303, -1.110], [-3.321, -2.636, -3.088], [-2.821, -3.991, -2.056], [-4.532, -3.515, -2.135], [-4.098, -0.489, -2.022], [-5.271, -1.334, -0.990], [-4.026, -0.295, -0.260], [-2.728, -3.700, 0.460], [-3.464, -2.259, 1.182], [-4.475, -3.435, 0.316], [0.690, 2.030, -3.495], [0.280, 0.696, -4.591], [-0.130, 2.370, -5.030], [-1.163, 3.396, -2.488], [-2.241, 3.443, -3.888], [-2.789, 2.698, -2.374], [-2.093, -0.096, -4.798], [-3.388, 0.791, -3.962], [-2.547, 1.531, -5.341], [0.769, -4.328, 2.167], [1.019, -3.071, 1.601], [0.258, -2.023, 1.822], [-0.838, -2.138, 2.610], [-1.166, -3.372, 3.228], [-0.313, -4.470, 2.988], [-2.304, -3.471, 4.051], [-3.074, -2.362, 4.255], [-2.742, -1.129, 3.673], [-1.639, -0.973, 2.849], [-1.210, 0.217, 2.293], [-1.333, 1.426, 2.950], [-2.465, 1.974, 3.522], [-2.410, 3.170, 4.261], [-1.234, 3.841, 4.439], [-0.062, 3.362, 3.816], [1.189, 4.002, 3.926], [2.285, 3.462, 3.312], [2.125, 2.312, 2.529], [0.967, 1.707, 2.388], [-0.122, 2.179, 3.043], [1.432, -5.156, 1.960], [1.877, -2.914, 0.965], [-0.527, -5.414, 3.474], [-2.544, -4.418, 4.516], [-3.959, -2.425, 4.873], [-3.380, -0.290, 3.890], [-3.425, 1.501, 3.390], [-3.320, 3.548, 4.707], [-1.185, 4.734, 5.048], [1.262, 4.914, 4.505], [3.265, 3.907, 3.405], [2.963, 1.879, 2.010], [1.837, 2.204, -0.633], [0.445, 3.140, -0.245], [0.390, 4.536, -0.363], [-0.776, 5.181, -0.010], [-1.887, 4.436, 0.390], [-1.765, 3.067, 0.453], [-0.617, 2.439, 0.188], [1.256, 5.068, -0.728], [-0.832, 6.260, -0.055], [-2.824, 4.914, 0.636], [-2.595, 2.427, 0.725], [5.787, -2.164, 1.369], [5.593, -0.911, 0.670], [6.550, -0.261, -0.088], [5.977, 0.848, -0.595], [4.677, 0.867, -0.138], [4.438, -0.210, 0.633], [3.025, -0.640, 1.477], [6.851, -2.333, 1.510], [5.364, -2.991, 0.798], [5.289, -2.123, 2.335], [7.552, -0.634, -0.190], [6.383, 1.614, -1.230], [3.977, 1.567, -0.366]], "forces_ev_per_a": [[-0.07, 0.15, 0.26], [-0.13, 0.24, 0.26], [0.45, -0.44, -0.33], [-0.08, 0.33, -0.02], [-0.24, 0.05, 0.05], [-0.73, 0.42, -0.07], [0.18, 0.19, 0.53], [0.70, 0.24, -0.42], [-0.71, -0.30, 0.08], [0.30, 0.23, 0.09], [0.31, -0.05, -0.03], [0.22, 0.13, -0.16], [0.00, -0.89, 0.29], [-0.14, 0.48, -0.60], [-0.07, -0.11, 0.21], [0.17, -0.22, 0.11], [0.18, -0.11, 0.32], [0.00, 0.00, -0.05], [0.03, -0.07, -0.11], [0.02, -0.01, -0.04], [-0.03, -0.02, -0.02], [0.02, -0.04, 0.15], [-0.01, -0.10, 0.02], [0.02, 0.00, 0.01], [0.04, 0.01, 0.02], [0.02, -0.02, 0.06], [-0.10, -0.06, -0.06], [-0.04, -0.05, -0.04], [-0.01, -0.02, -0.03], [-0.08, 0.07, 0.02], [-0.02, 0.02, -0.01], [-0.04, 0.03, -0.01], [0.00, -0.03, 0.02], [0.00, 0.01, 0.12], [-0.03, 0.03, 0.05], [0.02, -0.02, 0.02], [0.08, 0.04, -0.06], [-0.02, -0.04, -0.05], [0.03, 0.05, 0.08], [0.01, 0.04, 0.00], [-0.05, 0.02, -0.02], [-0.06, 0.01, -0.11], [-0.05, -0.02, -0.07], [-0.03, -0.02, -0.03], [-0.08, -0.09, 0.07], [-0.18, -0.07, -0.02], [0.09, -0.11, 0.02], [-0.23, -0.34, 0.26], [0.08, 0.20, -0.18], [0.07, 0.04, -0.05], [-0.17, 0.01, 0.14], [0.11, -0.24, 0.03], [0.09, 0.14, -0.15], [-0.22, -0.04, 0.28], [0.07, -0.04, -0.60], [-0.10, 0.08, 0.28], [0.11, -0.19, -0.18], [0.11, 0.20, 0.14], [-0.19, 0.05, 0.02], [0.03, -0.25, -0.22], [0.04, -0.05, -0.02], [-0.04, 0.13, 0.09], [-0.11, -0.01, 0.06], [0.21, 0.03, 0.12], [-0.07, 0.22, 0.44], [0.03, 0.02, -0.01], [0.05, -0.01, -0.05], [-0.03, -0.03, -0.04], [-0.03, -0.02, -0.03], [0.01, 0.02, 0.03], [0.01, -0.04, -0.02], [0.02, 0.01, -0.01], [0.00, 0.00, 0.01], [-0.01, 0.04, -0.04], [0.04, 0.00, 0.02], [0.00, 0.02, -0.03], [0.02, -0.03, -0.06], [0.41, -0.02, -0.53], [-0.14, 0.24, -0.01], [-0.17, -0.12, 0.07], [0.04, -0.04, -0.02], [-0.04, 0.02, -0.03], [-0.07, 0.00, -0.03], [0.00, 0.23, -0.21], [0.02, 0.03, 0.05], [-0.02, 0.01, -0.04], [-0.01, -0.02, 0.01], [-0.02, 0.04, 0.06], [-0.10, -0.23, 0.11], [-0.04, 0.24, -0.12], [0.10, 0.11, -0.10], [0.13, -0.04, -0.03], [0.12, -0.10, -0.06], [-0.12, 0.04, 0.02], [0.19, -0.28, 0.03], [0.01, 0.06, -0.01], [0.00, 0.04, -0.01], [0.04, 0.03, 0.00], [-0.01, -0.04, 0.01], [-0.03, 0.02, 0.00], [-0.04, 0.00, 0.14]]}

---

Record 4
{"formula": "C8H12Br6F6O6S2Ti", "method": "ωB97M-V/def2-TZVPD", "gap_ev": [4.5, 9.0], "e_homo_ev": [-2.7, -7.2], "multiplicity": 4, "total_energy_ha": -18452.6989, "charge": -1, "symbols": ["Ti", "C", "F", "F", "F", "S", "O", "O", "O", "C", "F", "F", "F", "S", "O", "O", "O", "Br", "C", "C", "Br", "H", "H", "H", "H", "Br", "C", "C", "Br", "H", "H", "H", "H", "Br", "C", "C", "Br", "H", "H", "H", "H"], "xyz": [[2.986, -5.744, 12.120], [6.154, -5.045, 15.221], [7.009, -5.323, 14.217], [6.831, -5.159, 16.366], [5.790, -3.767, 15.079], [4.731, -6.185, 15.195], [4.310, -6.028, 13.797], [5.335, -7.457, 15.467], [3.836, -5.653, 16.161], [-1.078, -5.877, 13.709], [-2.167, -5.708, 14.469], [-0.492, -7.009, 14.099], [-1.509, -6.052, 12.447], [0.045, -4.467, 13.875], [1.244, -4.951, 13.177], [-0.625, -3.406, 13.180], [0.195, -4.343, 15.286], [1.237, -7.631, 11.087], [-0.130, -7.658, 9.610], [0.537, -7.706, 8.282], [1.498, -9.377, 7.982], [-0.696, -6.736, 9.716], [-0.744, -8.536, 9.789], [1.255, -6.901, 8.138], [-0.184, -7.653, 7.467], [4.316, -3.492, 11.409], [4.312, -2.310, 9.852], [4.843, -2.967, 8.619], [3.792, -4.505, 8.068], [4.926, -1.454, 10.127], [3.290, -1.966, 9.717], [5.871, -3.300, 8.733], [4.795, -2.285, 7.773], [7.601, -11.133, 9.464], [6.004, -10.134, 9.973], [6.349, -8.686, 10.234], [4.652, -7.800, 10.719], [5.615, -10.582, 10.882], [5.304, -10.259, 9.156], [6.747, -8.162, 9.373], [7.033, -8.602, 11.073]], "forces_ev_per_a": [[-0.31, -0.18, 1.15], [0.39, 0.07, -0.26], [0.02, -0.02, 0.04], [0.04, 0.06, 0.15], [-0.12, 0.12, 0.02], [0.54, -0.32, 0.08], [-0.50, 0.13, -0.86], [-0.01, -0.21, -0.13], [-0.56, 0.29, 0.41], [-0.43, -0.47, -0.04], [-0.10, 0.10, 0.06], [0.09, -0.20, 0.02], [0.09, 0.01, -0.14], [0.29, 0.38, -0.31], [0.37, -0.18, -0.34], [-0.10, 0.20, -0.22], [0.16, 0.05, 0.52], [0.28, 0.20, -0.09], [-0.22, 0.00, 0.12], [0.16, 0.07, -0.54], [0.03, 0.01, -0.01], [-0.05, -0.04, 0.11], [-0.10, 0.06, 0.07], [0.08, -0.05, 0.15], [-0.07, -0.04, 0.07], [0.26, -0.02, 0.18], [-0.43, 0.32, -0.07], [0.17, -0.07, -0.36], [0.02, -0.06, 0.00], [0.10, -0.09, 0.04], [-0.04, -0.11, 0.05], [-0.03, -0.13, 0.08], [0.00, 0.09, 0.07], [0.07, -0.02, 0.02], [0.02, 0.32, 0.05], [0.13, -0.16, 0.03], [-0.06, -0.06, -0.02], [0.00, -0.16, -0.06], [-0.07, 0.04, 0.01], [-0.02, -0.07, -0.09], [-0.07, 0.14, 0.05]]}

---

| no. | strongest force on any atom (eV/A) |
| --- | --- |
| 1 | 1.0 |
| 2 | 3.8 |
| 3 | 0.9 |
| 4 | 1.2 |